No. 1
A 7-piece molecular cluster, C13H25Br12Cl3 overall. Source: the Open Molecules 2025 dataset; level of theory: ωB97M-V/def2-TZVPD.

Calculated values
LUMO energy ... 0.0 eV
HOMO-LUMO gap ... 10.0 eV
Multiplicity ... 1
SMILES string ... ClC(Cl)Cl.BrCCBr.BrCCBr.BrCCBr.BrCCBr.BrCCBr.BrCCBr
Highest occupied orbital energy ... -10.040 eV

The geometry in XYZ format:
```
53
Properties=species:S:1:pos:R:3:forces:R:3:lowdin_charge:R:1
Br 6.7139 -0.3878 -1.9288 -1.33 -0.93 -0.85 0.503
C 5.1970 -1.5546 -2.7425 0.58 0.78 0.33 -0.603
C 5.0269 -2.7227 -1.8530 0.04 -1.33 0.85 -0.716
Br 3.4514 -3.7469 -2.4500 0.14 0.21 0.06 0.598
H 5.4725 -1.8519 -3.7543 0.20 0.33 0.18 0.063
H 4.2664 -0.9871 -2.7402 0.43 0.40 -0.08 0.049
H 4.8590 -2.4846 -0.8027 -0.18 0.24 -0.24 0.053
H 5.8283 -3.4614 -1.8703 0.09 0.31 -0.24 0.054
Br 0.3405 -9.8494 1.4272 0.33 -0.26 0.60 0.590
C 2.0993 -8.9968 1.5955 -0.66 0.83 -0.45 -0.670
C 2.0240 -7.7846 0.6821 0.06 -0.08 -0.13 -0.692
Br 0.7587 -6.4743 1.4536 0.48 -0.18 -0.30 0.561
H 2.8128 -9.7739 1.3214 0.07 0.39 -0.09 0.057
H 2.3149 -8.5285 2.5559 -0.34 -0.96 0.46 0.053
H 1.6360 -8.0416 -0.3036 0.20 0.23 0.08 0.044
H 2.9919 -7.2849 0.6443 -0.14 0.06 -0.17 0.057
Br -3.7425 3.2031 -4.8424 0.20 -0.84 -0.02 0.575
C -3.4605 1.2375 -4.8559 -1.02 -0.49 -0.62 -0.658
C -4.7895 0.5630 -5.2601 0.11 0.10 0.83 -0.673
Br -4.5684 -1.4132 -5.4718 0.03 1.04 0.04 0.558
H -3.2408 0.9231 -3.8356 0.35 0.23 -0.23 0.052
H -2.6877 0.9703 -5.5766 0.14 0.39 0.30 0.051
H -5.2816 0.9654 -6.1455 0.40 -0.21 -0.04 0.049
H -5.4573 0.6882 -4.4077 -0.18 -0.20 -0.24 0.046
Br -4.1853 0.1892 7.4258 0.55 0.87 -0.57 0.576
C -3.1581 1.8119 6.8913 0.79 0.65 0.58 -0.657
C -1.6402 1.5178 7.0338 -0.69 0.48 0.11 -0.638
Br -0.5044 3.1654 6.7353 -0.87 -0.99 -0.16 0.530
H -3.5108 2.6230 7.5282 0.22 -0.34 0.42 0.046
H -3.3801 2.2069 5.9000 -0.18 -0.87 -0.26 0.057
H -1.4090 0.7298 6.3170 0.51 0.33 0.03 0.048
H -1.3317 1.2354 8.0404 -0.34 -0.12 -0.20 0.038
Br -3.5444 3.3494 0.4635 0.09 0.23 -0.06 0.563
C -2.5807 5.0586 0.6538 -0.97 -0.61 1.06 -0.662
C -1.7468 5.0493 1.9379 -0.04 1.18 -0.55 -0.583
Br -2.7671 5.9129 3.5310 1.02 -1.18 -1.52 0.498
H -3.3657 5.8047 0.7771 0.18 -0.01 -0.45 0.031
H -2.0229 5.1825 -0.2744 0.14 0.06 0.35 0.055
H -0.9423 5.7471 1.7055 0.08 0.13 0.64 0.048
H -1.2967 4.0803 2.1537 -0.47 0.14 0.53 0.051
Br 1.9001 2.1155 -4.7167 0.03 0.74 1.13 0.523
C 2.0721 2.9654 -2.8664 1.12 -0.94 -0.37 -0.608
C 2.3875 4.4402 -2.9955 -0.74 0.48 0.11 -0.642
Br 2.4314 5.4331 -1.2281 -0.01 -0.88 -0.98 0.530
H 2.9847 2.5026 -2.4906 -0.18 -0.22 0.02 0.043
H 1.2487 2.5528 -2.2834 -0.20 0.78 -0.22 0.054
H 1.6509 4.9883 -3.5829 0.09 -0.09 0.14 0.045
H 3.3742 4.5552 -3.4442 -0.15 0.11 0.21 0.056
C -0.7040 -1.3655 1.1896 -0.12 -0.55 0.47 -1.584
Cl 0.9888 -1.5261 1.6088 0.42 -0.09 0.16 0.519
Cl -0.8460 -0.9723 -0.5072 -0.30 0.29 -0.18 0.534
Cl -1.4853 -0.2293 2.2984 -0.10 0.15 -0.34 0.513
H -1.1821 -2.3303 1.3592 0.11 0.21 -0.13 0.014
```
Forces are in eV/Å.

No. 2
C13H25BrCl2NOP2W as an isolated structure. Source: the Open Molecules 2025 dataset; level of theory: ωB97M-V/def2-TZVPD.

Calculated values
LUMO energy (alpha / beta) ... -11.8 / -11.2 eV
Net charge ... +3
HOMO-LUMO gap (alpha / beta) ... 6.0 / 6.6 eV
Multiplicity ... 3
Highest occupied orbital energy (alpha / beta) ... -17.851 / -17.855 eV

The geometry in XYZ format:
```
46
Properties=species:S:1:pos:R:3:forces:R:3:lowdin_charge:R:1
C 0.3161 -0.2027 -5.3691 -0.83 1.05 -0.33 0.056
C 1.2433 -0.0532 -4.2974 5.09 -1.57 2.20 0.008
H 0.8772 -0.2023 -6.3355 0.00 -0.12 0.59 0.173
H -0.3385 0.7096 -5.3757 0.19 -0.78 -0.02 0.153
H -0.2653 -1.1395 -5.2295 0.23 0.47 0.01 0.147
O 2.1633 -0.1380 -3.5898 -4.74 0.95 -3.18 0.312
Cl -1.7033 -0.2604 -2.5185 0.97 0.04 0.11 0.080
W -1.1605 -0.0597 -0.2716 -4.49 0.27 -0.65 0.675
P 0.1780 1.8609 -0.3539 1.05 2.15 0.36 0.643
C 1.3845 2.1066 0.9659 0.27 0.15 0.38 -0.210
C 1.0600 2.4196 -1.8259 0.21 -0.10 -0.65 -0.232
H 1.4967 3.4205 -1.6478 -0.24 -0.46 0.11 0.096
H -0.9139 3.9204 -0.9391 -0.13 -0.18 0.20 0.079
H 0.3394 2.5127 -2.6464 0.12 -0.02 0.06 0.057
H -2.1435 2.7020 -0.5087 0.22 0.11 0.06 0.045
H 2.2630 1.4660 0.7934 -0.26 0.20 0.00 0.065
H 1.8661 1.7379 -2.1102 -0.07 0.20 0.16 0.034
C -1.1569 3.1067 -0.2407 -0.06 0.44 0.16 -0.212
H 1.7134 3.1573 0.9531 -0.07 -0.28 0.00 0.087
H -1.2011 3.5276 0.7717 -0.01 -0.03 -0.35 0.061
H 0.9729 1.8793 1.9566 0.12 0.05 -0.30 0.042
P 0.3072 -1.8793 -0.1257 1.21 -2.38 0.96 0.645
C 1.5567 -1.8698 1.1981 0.17 -0.08 0.10 -0.202
C -0.8310 -3.2937 0.1561 -0.01 -0.18 0.08 -0.204
H 0.5166 -2.6522 -2.4092 -0.10 0.01 0.12 0.055
H 1.7503 -3.3473 -1.3461 -0.08 0.17 0.08 0.089
H 1.9174 -1.6740 -1.9260 0.03 -0.21 0.20 0.029
C 1.2039 -2.4291 -1.5910 0.30 0.30 -0.54 -0.236
H -1.8588 -3.0547 -0.1479 0.17 -0.09 0.05 0.057
H -0.4804 -4.1386 -0.4541 -0.12 0.20 0.20 0.079
H 2.0510 -2.8505 1.2143 -0.09 0.17 -0.02 0.085
H 1.1333 -1.6880 2.1936 -0.01 -0.05 -0.33 0.022
H -0.8256 -3.5964 1.2108 0.02 0.05 -0.25 0.059
H 2.3172 -1.1059 0.9969 -0.14 -0.14 -0.03 0.058
Cl -3.4581 -0.0243 0.0981 0.67 -0.09 0.13 0.140
Br -0.3343 -2.6974 4.6606 -0.68 0.91 -0.25 0.845
C -0.9484 -1.0116 3.9518 -0.05 -0.90 0.13 -0.599
C -0.8336 0.1767 4.6683 0.48 0.27 -0.53 -0.018
C -1.1378 1.3664 3.9872 -0.36 -0.23 -0.17 0.012
C -1.4193 1.3105 2.6268 0.79 0.32 0.11 -0.135
N -1.2738 0.1664 1.9134 -1.60 -0.54 0.43 -0.212
C -1.3583 -0.9961 2.6173 1.24 0.41 0.27 -0.203
H -0.4470 0.1701 5.6854 -0.25 0.06 -0.12 0.139
H -1.1169 2.3477 4.4605 -0.19 -0.37 0.11 0.141
H -1.7462 2.2030 2.0829 0.51 -0.42 0.22 0.106
H -1.6747 -1.9030 2.0969 0.51 0.28 0.11 0.091
```
Forces are in eV/Å.

No. 3
C13H25BrCl3N5O2SiTa as an isolated structure. Source: the Open Molecules 2025 dataset; level of theory: ωB97M-V/def2-TZVPD.

Calculated values
LUMO energy ... -10.7 eV
Net charge ... +3
HOMO-LUMO gap ... 7.0 eV
Multiplicity ... 1
Highest occupied orbital energy ... -17.619 eV

The geometry in XYZ format:
```
51
Properties=species:S:1:pos:R:3:forces:R:3:lowdin_charge:R:1
Ta -0.3172 0.3279 0.3161 2.75 0.63 -1.54 1.593
N 0.8683 -0.1715 -1.5693 0.17 -0.31 0.30 -0.059
C 1.8093 -1.3066 -1.6663 -0.06 -0.10 -0.21 -0.167
C 2.7633 -1.2163 -0.5140 0.17 -0.15 0.06 -0.135
N 2.0603 -0.9474 0.7635 -0.31 0.36 0.20 -0.184
C 1.7219 -2.1978 1.4769 0.07 -0.09 -0.01 -0.172
C 0.7368 -3.0084 0.6901 -0.05 -0.15 0.07 -0.169
N -0.4172 -2.1325 0.3248 0.01 0.42 0.13 -0.095
C 2.9406 -0.1420 1.6431 0.20 -0.10 0.05 -0.152
C 2.1067 0.6530 2.5918 0.07 0.14 0.21 -0.192
N 1.1818 1.4510 1.7590 -0.31 -0.51 0.38 -0.071
H 0.2078 -0.2455 -2.3310 0.12 0.21 -0.15 0.048
H 1.3669 0.7027 -1.7395 -0.01 -0.02 -0.09 0.116
H 2.3737 -1.2720 -2.5997 -0.09 0.09 -0.05 0.155
H 1.2283 -2.2222 -1.6850 0.02 -0.02 -0.05 0.104
H 3.4486 -0.3896 -0.6994 0.00 0.00 -0.02 0.137
H 3.3743 -2.1216 -0.4549 0.00 0.02 0.10 0.160
H 1.2927 -1.9343 2.4448 0.04 -0.02 0.01 0.104
H 2.6192 -2.7926 1.6737 0.04 0.06 -0.04 0.156
H 0.4087 -3.8512 1.2995 -0.15 0.01 -0.07 0.149
H 1.1783 -3.4338 -0.2051 0.01 -0.01 0.01 0.120
H -1.1158 -2.2641 1.0535 -0.18 -0.18 -0.19 -0.019
H -0.8596 -2.4898 -0.5214 -0.12 0.03 0.02 0.111
H 3.5238 0.5393 1.0220 -0.01 0.04 0.04 0.138
H 3.6580 -0.7609 2.1883 -0.02 -0.11 -0.11 0.158
H 2.7504 1.2801 3.2107 -0.12 0.14 -0.02 0.156
H 1.5199 0.0303 3.2689 0.07 -0.03 0.02 0.087
H 1.7452 2.0561 1.1639 -0.03 0.08 0.03 0.121
H 0.6262 2.0532 2.3652 0.01 0.09 -0.06 0.082
Br -5.3772 0.9475 -4.5873 -0.10 0.03 -0.13 0.960
C -3.8707 0.9240 -3.5255 -0.04 0.02 0.01 -0.671
C -2.9150 -0.0764 -3.6644 0.14 -0.06 -0.01 -0.053
C -1.8461 -0.0933 -2.7986 -0.09 0.05 0.12 -0.136
N -1.6498 0.8075 -1.8120 -0.23 -0.03 0.48 -0.103
C -2.5729 1.7911 -1.7218 0.07 -0.01 -0.21 -0.148
C -3.6671 1.8942 -2.5491 0.07 0.04 0.02 -0.046
H -3.0058 -0.8335 -4.4309 0.01 -0.01 0.02 0.131
H -1.1269 -0.8972 -2.9187 -0.15 -0.14 0.00 0.113
H -2.4502 2.5218 -0.9390 -0.07 -0.04 0.05 0.103
H -4.3649 2.7109 -2.4249 0.01 -0.01 0.03 0.132
Cl -2.0537 -1.9123 3.4935 0.26 -0.17 0.18 0.433
Si -1.1878 -0.2489 2.8166 -0.61 0.26 -0.60 -0.278
Cl -2.5583 -0.2551 0.5846 -1.01 0.01 0.93 0.344
Cl -1.6903 1.3700 3.8643 0.07 -0.06 0.15 0.448
C -0.2972 4.3759 -0.2372 -0.03 0.08 0.02 0.079
C -0.2605 2.9199 -0.0336 -0.07 -0.04 0.10 -0.628
O -1.0181 2.3009 0.7994 -0.49 -0.34 -0.12 -0.207
O 0.5278 2.1310 -0.6450 -0.01 -0.09 -0.02 -0.124
H -0.8611 4.5861 -1.1522 0.02 -0.02 -0.01 0.127
H 0.7103 4.7628 -0.3882 0.00 -0.01 -0.02 0.123
H -0.7919 4.8708 0.5953 0.00 -0.01 0.00 0.121
```
Forces are in eV/Å.